[1]
DFT (wB97M-V/def2-TZVPD) results for a structure of composition C3H4O.

```
8
Properties=species:S:1:pos:R:3:forces:R:3
C 0.00235 -0.67965 -0.59395 -0.3 1.3 1.9
C -0.18734 -0.76091 0.73889 0.8 1.2 -0.9
C 0.25020 0.84686 -0.33570 -5.2 -1.8 -0.2
O 0.10719 0.53896 1.05423 -0.1 0.3 1.4
H -0.26321 -1.34072 -1.35137 0.0 -0.7 -1.4
H -0.41466 -1.38192 1.57012 -0.3 -0.9 0.1
H 1.15152 1.25153 -0.47924 3.4 1.6 -1.0
H -0.64605 1.52586 -0.60298 1.6 -1.0 0.0
```
Forces are in eV/Å.

Results
- maximum force (eV/A) = 5.5
- DFT total energy (a.u.) = -191.85176

[2]
DFT (wB97M-V/def2-TZVPD) results for an isolated molecule of C3H4O.

```
8
Properties=species:S:1:pos:R:3:forces:R:3
O -1.44282 1.04349 -0.06298 0.3 0.1 0.0
C -0.82498 -0.10828 0.21708 0.0 -0.2 0.0
C 0.50577 -0.41637 -0.00291 0.3 0.1 0.1
C 1.79660 -0.32182 -0.23130 -0.4 0.0 0.1
H -0.78537 1.72260 -0.27953 0.0 -0.1 0.0
H -1.54586 -0.86753 0.50837 0.1 0.0 0.0
H -0.11224 -1.13793 -0.72992 -0.1 -0.1 -0.1
H 2.40891 0.08584 0.58119 -0.2 0.0 -0.1
```
Forces are in eV/Å.

Results
- maximum force (eV/A) = 0.4
- DFT total energy (a.u.) = -191.75147

[3]
DFT (wB97M-V/def2-TZVPD) results for an isolated molecule of C3H4O2.

```
9
Properties=species:S:1:pos:R:3:forces:R:3
C -1.44029 0.20893 1.56423 -4.2 1.3 0.1
C -0.46637 -0.01283 0.76327 3.0 -2.5 -1.6
O -0.34584 0.45364 -0.52232 0.5 2.5 -0.5
C 0.92222 0.23561 -1.06514 -2.7 -3.9 1.5
O 1.37129 -0.84329 -0.76405 2.0 1.4 -1.3
H -1.41101 -0.38985 2.46828 -0.4 0.5 0.1
H -2.40715 0.79527 1.17888 2.4 -1.2 1.3
H 0.33393 -0.79102 0.91895 -1.0 1.2 0.6
H 1.18731 0.91256 -1.84932 0.4 0.7 -0.3
```
Forces are in eV/Å.

Results
- maximum force (eV/A) = 5.0
- SMILES = C=COC=O
- DFT total energy (a.u.) = -267.12673

[4]
DFT (wB97M-V/def2-TZVPD) results for a structure of composition C3H4O2.

```
9
Properties=species:S:1:pos:R:3:forces:R:3
C 0.38388 0.47498 0.65049 1.7 -2.7 2.9
C 0.51888 -0.87709 0.85042 -0.4 4.0 -2.0
C -0.70972 0.21452 -0.25823 -1.8 1.3 0.8
O -0.44613 -1.22274 -0.10813 -0.8 -0.9 -0.1
O -0.48259 0.80176 -1.46130 0.8 -1.5 -2.8
H 0.99928 1.28938 0.93709 0.0 0.7 0.2
H 1.26961 -1.49703 1.25293 0.2 -1.1 0.5
H -1.77252 0.53836 0.07020 1.6 -1.0 -0.4
H 0.23932 0.27787 -1.93348 -1.2 1.1 0.9
```
Forces are in eV/Å.

Results
- maximum force (eV/A) = 4.5
- DFT total energy (a.u.) = -267.09241

[5]
DFT (wB97M-V/def2-TZVPD) results for a cluster of 2 separate species, C3H4O2 in total.

```
9
Properties=species:S:1:pos:R:3:forces:R:3
C 0.31511 -0.59328 -0.03525 2.3 -3.9 0.1
C -0.86354 -0.11028 -0.12052 -1.1 5.1 1.4
C 1.50672 0.20659 -0.04000 0.4 2.6 -0.6
O 2.67193 -0.09604 -0.09473 -0.9 -0.2 0.3
O -2.05632 -0.65410 -0.04681 3.3 -3.1 -1.7
H 0.48603 -1.69138 0.05888 -0.3 0.8 -0.2
H -0.52135 1.68597 0.12036 -1.2 -3.6 -0.8
H 1.13088 1.32457 -0.07048 0.9 -0.9 0.2
H -2.66947 -0.07206 0.22854 -3.4 3.3 1.4
```
Forces are in eV/Å.

Results
- maximum force (eV/A) = 5.4
- DFT total energy (a.u.) = -267.02604

[6]
DFT (wB97M-V/def2-TZVPD) results for an isolated molecule of C3H4O2.

```
9
Properties=species:S:1:pos:R:3:forces:R:3
C -1.82312 -0.03214 -0.02823 0.3 0.4 -4.3
C -0.39032 -0.08644 0.04434 1.0 -0.9 -1.1
C 0.77930 -0.33165 -0.14169 -0.7 0.4 1.0
O 2.04418 -0.58912 -0.00410 0.2 -0.3 -0.4
O 2.78430 0.65917 -0.09992 -1.3 0.5 -1.7
H -2.27940 0.38820 -0.98767 1.1 0.6 1.2
H -2.31072 -0.93851 -0.17097 -0.2 -2.4 0.5
H -2.18586 0.40549 0.78892 -1.9 2.0 3.1
H 3.38164 0.52502 0.59932 1.4 -0.3 1.7
```
Forces are in eV/Å.

Results
- maximum force (eV/A) = 4.4
- SMILES = CC#COO
- DFT total energy (a.u.) = -266.98081

[7]
DFT (wB97M-V/def2-TZVPD) results for an isolated molecule of C3H4O2.

```
9
Properties=species:S:1:pos:R:3:forces:R:3
C -1.50347 -0.69465 0.75828 0.8 1.1 3.3
C -0.49858 0.16037 0.18797 -1.7 -1.1 0.0
C 0.41136 0.78461 -0.20993 3.9 2.0 -2.0
O 1.49898 1.41820 -0.73325 -1.9 -0.4 1.0
O 2.13609 0.52080 -1.66957 1.2 0.1 0.4
H -1.01006 -1.00056 1.73805 -1.1 0.3 -0.7
H -2.45425 -0.19147 0.96195 0.2 -0.1 -0.1
H -1.64734 -1.60798 0.29666 -0.4 -1.6 -1.6
H 3.06727 0.61069 -1.33016 -1.1 -0.3 -0.5
```
Forces are in eV/Å.

Results
- maximum force (eV/A) = 4.8
- SMILES = CC#COO
- DFT total energy (a.u.) = -266.99046

[8]
DFT (wB97M-V/def2-TZVPD) results for an isolated molecule of C3H4O2.

```
9
Properties=species:S:1:pos:R:3:forces:R:3
C -1.00236 0.39302 0.01386 -0.1 3.9 -1.6
C 0.42782 0.48977 0.13189 1.4 -0.1 1.2
C 1.59342 0.31652 0.36875 2.8 -0.4 0.6
O 2.97222 0.11662 0.64180 -3.9 0.5 0.1
O 3.58191 -0.05873 -0.60646 1.5 -1.8 -1.6
H -1.49287 1.40241 -0.30336 0.8 -1.3 1.4
H -1.09702 -0.03603 -0.92536 -0.9 -2.0 -1.5
H -1.46898 -0.06352 0.83279 -0.8 -0.7 0.9
H 3.87388 -1.03668 -0.66415 -0.9 2.0 0.6
```
Forces are in eV/Å.

Results
- maximum force (eV/A) = 4.2
- SMILES = CC#COO
- DFT total energy (a.u.) = -266.97489

[9]
DFT (wB97M-V/def2-TZVPD) results for a structure of composition C3H4O2.

```
9
Properties=species:S:1:pos:R:3:forces:R:3
C 0.61578 -0.86725 -0.17768 0.1 0.3 -0.1
C -0.21776 1.14899 -0.38308 -0.5 -0.1 0.5
C -0.40067 -0.70226 0.73421 -0.6 -1.2 -0.5
O -1.17631 1.39360 -1.03338 0.3 -0.2 0.3
O -1.39388 -1.17511 1.16833 0.6 0.8 -0.2
H -0.35790 0.70611 0.90306 0.1 0.6 -0.4
H 0.76722 1.62877 -0.38517 0.0 -0.2 0.0
H 1.57380 -0.40782 0.01273 -0.1 0.2 -0.1
H 0.58970 -1.72504 -0.83903 0.0 -0.2 0.3
```
Forces are in eV/Å.

Results
- maximum force (eV/A) = 1.4
- DFT total energy (a.u.) = -267.04616

[10]
DFT (wB97M-V/def2-TZVPD) results for an isolated molecule of C3H4O2.

```
9
Properties=species:S:1:pos:R:3:forces:R:3
C 1.38779 -0.87528 0.65806 -0.3 0.8 0.6
C 0.44772 0.11289 0.50918 -1.3 -0.1 -1.3
O -0.68896 -0.28244 -0.33862 0.8 -0.2 1.6
C -1.51184 0.59124 -0.94214 1.3 0.5 -0.3
O -1.21811 1.75527 -1.12966 -1.3 -1.5 0.2
H 2.23223 -0.46581 1.23141 -0.2 -0.7 0.0
H 1.47414 -2.05204 0.37826 -0.8 3.5 0.3
H 0.25049 1.28095 0.90959 1.3 -3.6 -1.1
H -2.37345 -0.06477 -1.27608 0.4 1.3 0.0
```
Forces are in eV/Å.

Results
- maximum force (eV/A) = 4.0
- SMILES = C=COC=O
- DFT total energy (a.u.) = -267.11260

[11]
DFT (wB97M-V/def2-TZVPD) results for an isolated molecule of C3H4O2.

```
9
Properties=species:S:1:pos:R:3:forces:R:3
O 2.14124 0.72300 0.28036 0.6 -0.5 0.0
C 1.28869 -0.13052 0.34156 0.5 0.1 -0.2
C -0.09370 0.37058 0.35376 0.6 0.2 -0.7
C -1.11647 -0.19037 -0.55100 0.1 0.2 -0.3
O -1.12782 -0.51268 0.82257 0.3 1.0 0.4
H 1.52479 -1.19997 0.38199 0.0 -0.2 0.0
H 0.20293 1.45657 0.48424 -2.2 -0.6 0.6
H -1.92047 0.47212 -0.87811 0.2 -0.1 0.1
H -0.86496 -0.99822 -1.24208 0.0 0.1 0.2
```
Forces are in eV/Å.

Results
- maximum force (eV/A) = 2.4
- SMILES = O=C[C@H]1CO1
- DFT total energy (a.u.) = -267.10733

[12]
DFT (wB97M-V/def2-TZVPD) results for a structure of composition C3H4O2.

```
9
Properties=species:S:1:pos:R:3:forces:R:3
C -0.63165 -0.27211 -0.72231 -0.1 0.2 0.0
C -1.09504 0.68145 0.08898 0.3 -0.6 -0.3
C 0.46534 -0.48510 0.28676 -0.1 -3.5 2.8
O -0.13778 0.58153 1.07472 0.2 0.8 0.7
O 1.77836 -0.30753 -0.01313 0.4 0.3 0.0
H -0.85749 -0.65267 -1.69314 -0.1 -0.2 -0.2
H -1.90885 1.37728 0.16557 -0.2 0.1 0.0
H 0.45825 -1.53282 1.09184 -0.3 3.0 -2.8
H 1.92886 0.60997 -0.27929 -0.1 -0.1 -0.2
```
Forces are in eV/Å.

Results
- maximum force (eV/A) = 4.5
- DFT total energy (a.u.) = -267.09352

[13]
DFT (wB97M-V/def2-TZVPD) results for a structure of composition C3H4O2.

```
9
Properties=species:S:1:pos:R:3:forces:R:3
O -1.86417 0.93044 0.90380 0.1 0.7 -0.4
C -0.87945 0.64350 0.30215 -0.5 0.3 0.3
C 0.30597 -0.19454 0.69390 -0.1 0.3 0.0
C 0.50374 -0.26739 -0.84280 0.3 -0.2 0.1
O -0.67818 0.56593 -1.04599 -0.1 0.1 0.0
H -0.33895 -0.86733 1.27028 1.1 -1.3 -0.4
H 1.15029 0.14140 1.30416 -0.5 0.2 -0.2
H 0.40740 -1.21405 -1.37858 -0.1 0.1 0.3
H 1.39334 0.26204 -1.20691 -0.2 -0.2 0.3
```
Forces are in eV/Å.

Results
- maximum force (eV/A) = 1.7
- DFT total energy (a.u.) = -267.15528

[14]
DFT (wB97M-V/def2-TZVPD) results for an isolated molecule of C3H4O2S2.

```
11
Properties=species:S:1:pos:R:3:forces:R:3
O -3.32856 0.10916 -0.85910 1.7 0.2 1.2
C -2.29642 0.28133 -0.23019 -1.3 0.1 -1.2
S -1.10976 -0.99121 0.04656 -0.2 -0.3 0.0
C 0.14856 -0.05869 0.93443 -0.4 0.7 0.6
S 1.12334 1.02726 -0.12141 0.0 0.7 -0.1
C 2.13873 -0.18770 -0.84750 -0.3 -2.5 0.1
O 2.12342 -1.34230 -0.42437 0.5 1.8 -1.0
H -1.98475 1.27827 0.15256 -0.2 -0.2 0.0
H 0.81912 -0.76415 1.40079 0.1 -0.3 0.1
H -0.31593 0.55250 1.73893 0.3 -0.3 -0.6
H 2.68226 0.09554 -1.79069 -0.2 0.1 0.9
```
Forces are in eV/Å.

Results
- maximum force (eV/A) = 2.5
- SMILES = O=CSCSC=O
- DFT total energy (a.u.) = -1063.54485

[15]
DFT (wB97M-V/def2-TZVPD) results for an isolated molecule of C3H4O2S2.

```
11
Properties=species:S:1:pos:R:3:forces:R:3
C 1.50251 -0.81643 -0.35254 -2.1 -0.9 0.9
O 1.16985 0.42899 0.34783 -0.6 1.2 0.1
C -0.07601 1.00553 0.37945 1.9 -0.8 -0.6
S -0.33621 2.59994 0.36995 0.1 -0.4 0.1
C -1.11128 -0.05317 0.57636 1.9 -2.7 2.2
O -0.68741 -1.00565 1.27601 -2.2 2.0 -1.6
S -2.70949 0.03672 -0.03144 -0.8 0.0 -0.6
H 1.76551 -1.72524 0.37673 -1.1 2.2 -1.6
H 0.66118 -0.97457 -1.12266 1.4 -0.5 1.3
H 2.36678 -0.52732 -0.87451 1.2 0.1 -0.7
H -2.54545 1.03120 -0.94520 0.2 -0.2 0.6
```
Forces are in eV/Å.

Results
- maximum force (eV/A) = 4.0
- SMILES = COC(=S)C(=O)S
- DFT total energy (a.u.) = -1063.50157

[16]
DFT (wB97M-V/def2-TZVPD) results for an isolated molecule of C3H4O2S2.

```
11
Properties=species:S:1:pos:R:3:forces:R:3
O 2.15791 0.46708 0.90170 -0.2 0.0 -0.4
S 1.13654 0.08192 -0.03311 -0.1 0.6 0.5
O 1.39396 -0.10122 -1.42267 1.1 -0.4 -0.9
C 0.22301 -1.24865 0.54297 -8.1 1.7 -2.7
C -1.26794 -1.04279 0.02271 7.9 1.0 2.6
S -1.63354 0.47952 -0.66252 -1.5 -0.4 -0.6
C -0.17479 1.35245 -0.20870 0.2 -1.3 1.5
H 0.37366 -2.26380 0.74993 1.2 -0.9 0.6
H -1.98790 -1.69261 0.41014 -1.2 -1.1 -0.2
H 0.23125 2.00024 -0.91795 0.5 0.7 -1.6
H -0.45216 1.96786 0.61751 0.2 0.1 1.1
```
Forces are in eV/Å.

Results
- maximum force (eV/A) = 8.8
- SMILES = O=S1(=O)C=CSC1
- DFT total energy (a.u.) = -1063.44888

[17]
DFT (wB97M-V/def2-TZVPD) results for an isolated molecule of C3H4O3.

```
10
Properties=species:S:1:pos:R:3:forces:R:3
O 0.88161 1.61105 -0.08573 1.6 -4.1 0.2
C 1.00771 0.34703 -0.16850 -0.2 7.1 -0.8
O 2.25371 -0.16870 -0.17179 -1.6 -1.9 0.6
C -0.34603 -0.22086 -0.40769 3.2 -6.5 -1.7
C -1.35321 0.07634 0.52021 1.4 3.9 2.6
O -1.33695 0.56087 -0.81225 -2.2 1.3 -1.1
H 2.18073 -1.14198 0.01459 0.3 1.0 -0.5
H -0.47565 -1.29408 -0.82612 0.9 1.5 0.5
H -0.87578 0.98657 1.12659 -2.1 -2.3 -0.2
H -1.93615 -0.75624 0.81069 -1.2 -0.1 0.5
```
Forces are in eV/Å.

Results
- maximum force (eV/A) = 7.5
- SMILES = O=C(O)[C@H]1CO1
- DFT total energy (a.u.) = -342.33431

[18]
DFT (wB97M-V/def2-TZVPD) results for a structure of composition C3H4O3.

```
10
Properties=species:S:1:pos:R:3:forces:R:3
O 0.30277 1.34885 -1.34962 0.8 -0.6 0.1
C -0.07633 0.19497 -0.72343 0.7 -1.1 0.0
C -0.58172 0.45401 0.66565 -1.0 1.1 -0.1
O -1.77609 0.60557 0.77415 0.0 0.3 0.7
C 0.73346 -1.41482 0.10708 -0.9 0.6 0.5
O 0.04096 -1.32307 1.10081 0.3 -0.7 0.1
H 0.69183 1.98049 -0.72183 0.0 -0.3 -0.1
H -0.79716 -0.29966 -1.37192 0.1 -0.2 0.2
H 0.19035 0.85988 1.36514 -0.4 0.0 -0.1
H 1.27193 -2.40623 0.15396 0.3 0.9 -1.2
```
Forces are in eV/Å.

Results
- maximum force (eV/A) = 1.6
- DFT total energy (a.u.) = -342.28508

[19]
DFT (wB97M-V/def2-TZVPD) results for a structure of composition C3H4O3.

```
10
Properties=species:S:1:pos:R:3:forces:R:3
O -1.32729 -1.10191 -1.61965 0.3 0.4 0.0
C -0.61474 -0.57118 -0.80370 1.4 -1.4 -0.7
C -0.41672 -0.76991 0.61795 -1.5 1.2 -0.3
O 0.65992 -0.14546 1.09793 0.2 0.2 -0.4
C 0.96582 0.82375 0.06224 0.1 0.0 0.5
O 0.48151 0.29870 -1.12664 -0.3 -0.1 -0.3
H -0.84675 -1.52117 1.28321 -0.3 0.4 -0.6
H -1.36755 0.27411 0.08047 0.3 -0.6 2.3
H 2.04554 0.97885 0.03849 -0.2 0.0 -0.1
H 0.42026 1.73421 0.36969 0.0 -0.1 -0.3
```
Forces are in eV/Å.

Results
- maximum force (eV/A) = 2.4
- DFT total energy (a.u.) = -342.32906

[20]
DFT (wB97M-V/def2-TZVPD) results for an isolated molecule of C3H4O3.

```
10
Properties=species:S:1:pos:R:3:forces:R:3
C 1.79062 -0.24558 -0.02162 -0.5 0.0 0.5
C 0.56931 -0.00438 0.47461 0.0 -2.1 -0.9
C -0.32973 0.94989 -0.13449 -1.1 1.2 2.1
O -0.15793 2.07190 -0.51080 -1.2 -2.0 -0.1
O -1.72730 0.37244 0.39487 0.6 1.6 -1.7
O -1.98178 -0.98056 -0.07332 0.2 1.0 -0.1
H 2.35179 -1.11651 0.29680 0.1 0.2 0.1
H 2.24100 0.40963 -0.76185 -0.1 -0.1 0.1
H -0.09300 -0.68729 1.07024 1.8 0.4 -0.1
H -2.66297 -0.76954 -0.73445 0.2 -0.3 0.2
```
Forces are in eV/Å.

Results
- maximum force (eV/A) = 2.7
- SMILES = C=CC(=O)OO
- DFT total energy (a.u.) = -342.27216

Which frontier orbital gap belongs to each record? In order, 10.10, 8.13, 10.54, 9.84, 9.62, 9.90, 9.99, 10.09, 9.17, 10.91, 11.04, 10.16, 11.44, 10.20, 8.26, 8.41, 10.74, 9.34, 10.17, 10.10 eV.
Which relative energy (zero: lowest compared OMol25 entry of this formula, charge and spin) belongs to each record? In order, 36.54, 99.47, 41.45, 62.98, 104.63, 133.01, 126.96, 136.73, 92.01, 50.32, 53.63, 62.29, 23.53, 12.08, 39.24, 72.30, 76.32, 107.21, 79.62, 115.32 kcal/mol.
Which HOMO energy belongs to each record? In order, -8.9, -7.9, -9.8, -8.9, -9.8, -9.1, -9.2, -9.4, -9.2, -9.9, -10.3, -9.2, -10.6, -9.8, -9.3, -9.0, -10.5, -9.1, -9.6, -10.4 eV.